1.
Entry from OMol25: a molecular structure, C25H39HgO13 (ωB97M-V/def2-TZVPD).

The geometry in XYZ format:
```
78
Properties=species:S:1:pos:R:3:forces:R:3
Hg -0.181 0.020 -0.607 -0.87 0.48 -0.56
C -2.394 1.133 -2.924 0.13 -0.34 1.58
O -1.550 0.256 -2.240 0.64 -0.69 -0.28
H -3.364 0.628 -3.031 -0.02 0.18 -0.41
H -2.605 2.021 -2.302 0.05 0.30 -0.44
H -1.992 1.413 -3.906 -0.11 0.18 -0.02
O 0.554 -2.368 -1.031 0.30 -0.19 0.26
C 1.041 -3.450 -0.858 -0.74 -0.20 -0.78
O 0.891 -4.146 0.278 0.15 0.09 0.32
C 1.432 -5.488 0.177 -0.74 0.27 -0.48
C 2.161 -5.560 -1.177 1.15 -0.14 0.68
C 1.740 -4.283 -1.900 0.19 -0.60 -0.20
H 0.574 -6.161 0.148 0.02 -0.04 0.31
H 2.001 -5.631 1.090 0.28 -0.28 -0.19
H 1.953 -6.495 -1.692 -0.40 0.16 -0.15
H 3.240 -5.612 -1.015 -0.01 0.31 0.03
H 1.054 -4.545 -2.706 -0.24 0.39 0.07
H 2.546 -3.707 -2.350 0.09 -0.05 0.08
O 0.446 2.329 -1.027 -0.10 0.10 -0.15
C -0.033 3.424 -1.108 0.85 0.54 0.73
O -1.026 3.840 -0.295 -0.35 -0.04 -0.31
C -1.317 5.238 -0.601 0.00 -0.85 0.43
C 0.022 5.761 -1.049 0.24 1.11 -0.37
C 0.524 4.609 -1.900 -0.36 -0.68 -0.11
H -1.758 5.666 0.294 0.16 0.15 0.01
H -2.064 5.225 -1.397 0.06 0.27 -0.06
H 0.749 5.928 -0.252 -0.38 -0.24 0.39
H -0.078 6.747 -1.508 0.01 -0.24 -0.45
H 1.601 4.502 -1.984 0.02 0.03 0.04
H 0.102 4.548 -2.907 -0.07 0.26 0.02
O 1.335 -0.409 1.160 -0.15 -0.09 -0.21
C 1.940 -0.406 2.197 0.50 -0.32 -0.36
O 2.798 0.560 2.505 -0.03 0.30 0.19
C 3.389 0.368 3.810 -0.63 -0.44 0.21
C 3.074 -1.094 4.200 0.40 0.17 -0.06
C 1.983 -1.513 3.212 0.35 -0.48 0.45
H 2.910 1.060 4.501 0.17 0.22 -0.10
H 4.451 0.564 3.710 0.01 0.13 0.09
H 2.785 -1.219 5.241 -0.08 0.24 0.01
H 3.991 -1.667 4.072 -0.16 -0.23 -0.12
H 1.005 -1.705 3.652 -0.04 0.31 0.06
H 2.267 -2.449 2.728 -0.15 0.12 -0.31
O -0.954 1.078 1.583 0.04 0.04 0.41
C -1.340 2.024 2.217 -0.25 -0.02 -1.24
O -0.495 2.811 2.890 0.05 0.34 0.12
C -1.253 3.802 3.608 -0.30 -0.22 0.70
C -2.590 3.911 2.888 -0.27 0.15 0.89
C -2.783 2.508 2.308 0.94 0.54 0.43
H -0.726 4.742 3.749 0.35 -0.11 -0.55
H -1.392 3.403 4.618 -0.11 0.00 -0.04
H -2.588 4.696 2.137 0.10 -0.16 -0.21
H -3.318 4.204 3.647 -0.27 -0.09 -0.24
H -3.264 2.525 1.337 0.02 -0.38 -0.06
H -3.254 1.798 2.989 -0.39 0.19 -0.04
O 1.573 -0.050 -2.232 0.58 0.07 -0.27
C 1.516 0.395 -3.350 0.13 -0.12 -0.23
O 1.647 1.701 -3.617 -0.28 0.38 0.31
C 1.423 1.987 -5.011 0.51 -0.07 -0.43
C 0.775 0.735 -5.571 -0.68 -0.78 0.62
C 1.330 -0.349 -4.640 0.29 -0.38 -0.79
H 2.400 2.191 -5.458 -0.01 -0.13 -0.03
H 0.840 2.900 -5.119 -0.20 -0.09 0.28
H 0.941 0.524 -6.623 0.12 0.23 -0.04
H -0.298 0.709 -5.364 -0.05 0.49 -0.32
H 2.281 -0.716 -5.042 0.22 0.20 0.41
H 0.716 -1.239 -4.538 -0.26 0.20 0.22
O -1.616 -1.417 0.580 -0.11 -0.22 0.42
C -1.976 -2.436 1.099 -0.29 -0.01 -0.13
O -3.050 -3.079 0.625 -0.21 -0.08 -0.29
C -3.310 -4.318 1.294 0.79 -0.11 0.28
C -2.148 -4.502 2.295 -0.27 -0.40 0.12
C -1.434 -3.147 2.310 -0.72 -0.61 0.43
H -3.300 -5.118 0.557 -0.30 0.11 -0.11
H -4.270 -4.259 1.800 -0.08 0.05 -0.17
H -1.508 -5.342 2.030 0.09 0.14 -0.20
H -2.583 -4.746 3.263 0.23 0.02 0.10
H -0.353 -3.192 2.327 0.04 0.12 -0.05
H -1.836 -2.665 3.204 0.43 0.61 -0.14
```
Positions in Å, forces in eV/Å.

The value obtained for the largest force on an atom is 1.62 eV Å⁻¹. The value obtained for the total energy is -2107.34969 hartree. The value obtained for the energy above the lowest of the compared OMol25 structures with the same formula, charge and spin is 0.0 kJ/mol. For the HOMO energy, the calculation gives -9.709 eV. For the frontier orbital gap, the calculation gives 8.1313 eV. Its spin multiplicity is 1. The charge is +1. As for the LUMO energy: -1.58 eV.

2.
Entry from OMol25: a molecular structure, C25H39IrN3PTe (ωB97M-V/def2-TZVPD).

The geometry in XYZ format:
```
70
Properties=species:S:1:pos:R:3:forces:R:3
Ir -0.327 -0.343 -0.391 -0.41 0.26 1.06
C 2.657 0.658 -3.040 0.06 -0.01 -0.03
C 2.690 -0.690 -2.330 0.04 -0.05 0.30
C 2.158 -1.770 -3.267 0.09 -0.14 0.06
P 1.880 -0.721 -0.659 0.18 0.75 -1.09
C 2.580 0.730 0.253 0.17 -0.25 0.03
C 1.907 0.954 1.606 -0.05 -0.07 0.08
C 4.104 0.778 0.369 -0.01 0.03 -0.01
C 2.374 -2.407 -0.053 -0.13 0.01 0.07
C 3.206 -2.413 1.228 0.08 0.03 0.02
C 1.179 -3.352 0.088 -0.12 0.09 -0.02
H 3.395 0.657 -3.841 -0.01 -0.01 -0.02
H 2.889 1.503 -2.395 0.09 0.03 0.03
H 1.684 0.811 -3.508 -0.05 0.00 -0.03
H 3.729 -0.946 -2.082 -0.01 0.09 -0.02
H 1.102 -1.627 -3.475 -0.05 0.03 -0.09
H 2.297 -2.782 -2.889 -0.02 -0.02 0.02
H 2.679 -1.704 -4.222 0.04 -0.02 0.00
H 2.259 1.547 -0.401 0.02 -0.05 -0.03
H 2.226 0.222 2.346 -0.02 -0.01 0.00
H 0.811 0.920 1.561 -0.03 0.00 0.02
H 2.171 1.942 1.984 0.02 0.02 0.02
H 4.464 0.131 1.165 0.00 0.00 -0.01
H 4.407 1.795 0.619 0.00 0.02 0.02
H 4.612 0.508 -0.556 0.01 0.00 -0.03
H 2.990 -2.785 -0.873 0.04 0.06 0.06
H 2.697 -1.918 2.055 -0.03 0.00 0.01
H 4.183 -1.954 1.094 -0.02 0.01 0.00
H 3.375 -3.449 1.523 0.01 -0.01 0.00
H 0.591 -3.100 0.974 0.00 -0.02 0.00
H 1.543 -4.370 0.221 0.01 -0.03 0.02
H 0.522 -3.343 -0.782 0.00 -0.02 -0.03
N -1.641 -1.290 1.279 -0.39 -0.04 -0.11
C -1.409 -0.757 2.601 -0.03 0.02 0.05
C -2.269 0.220 3.091 0.21 -0.06 0.00
C -2.046 0.747 4.353 0.05 -0.01 0.04
C -0.976 0.301 5.118 -0.01 0.03 -0.03
C -0.130 -0.680 4.621 0.00 0.04 0.04
C -0.341 -1.214 3.359 -0.08 0.08 -0.07
H -1.548 -2.303 1.266 0.01 0.03 0.02
H -2.595 -1.093 0.985 -0.08 -0.13 0.08
H -3.118 0.548 2.503 -0.07 -0.02 -0.03
H -2.721 1.495 4.746 0.00 0.02 0.01
H -0.808 0.712 6.103 -0.01 -0.01 0.03
H 0.694 -1.039 5.222 0.01 -0.01 0.02
H 0.315 -1.988 2.976 -0.01 -0.03 -0.01
Te -1.353 -1.286 -2.475 -0.06 0.08 -0.18
C -3.264 -0.984 -1.640 0.01 -0.21 0.07
C -3.838 -1.947 -0.805 0.01 -0.12 -0.18
C -5.109 -1.752 -0.291 -0.04 0.00 0.03
C -5.820 -0.604 -0.621 -0.05 -0.02 0.04
C -5.259 0.350 -1.455 -0.01 0.06 0.01
C -3.982 0.165 -1.965 0.13 0.10 -0.02
H -3.308 -2.869 -0.594 0.00 0.00 0.00
H -5.557 -2.504 0.344 -0.01 -0.03 0.01
H -6.822 -0.465 -0.241 -0.02 0.01 0.03
H -5.819 1.237 -1.716 -0.01 0.01 -0.03
H -3.549 0.909 -2.622 -0.01 -0.01 -0.01
C -0.028 4.804 -2.359 0.04 0.08 -0.11
N -0.418 3.668 -1.531 -0.06 -0.13 0.12
C -1.389 3.677 -0.564 -0.07 -0.10 0.11
C -1.464 2.413 -0.072 -0.21 0.02 0.11
N -0.545 1.636 -0.740 0.93 -0.48 -0.42
C 0.067 2.431 -1.614 -0.04 0.06 -0.12
H -0.057 5.705 -1.754 0.02 0.00 -0.02
H -0.712 4.901 -3.200 0.03 0.02 0.03
H 0.985 4.647 -2.721 -0.02 0.02 -0.02
H -1.926 4.571 -0.301 -0.04 0.02 0.01
H -2.103 2.017 0.696 -0.01 -0.02 0.09
H 0.831 2.137 -2.304 0.02 -0.04 -0.03
```
Positions in Å, forces in eV/Å.

The value obtained for the largest force on an atom is 1.34 eV Å⁻¹. The value obtained for the total energy is -1853.47078 hartree. For the HOMO energy (alpha / beta), the calculation gives -13.600 / -13.599 eV. For the frontier orbital gap (alpha / beta), the calculation gives 6.3076 / 6.3043 eV. Its spin multiplicity is 1. The charge is +2. As for the LUMO energy (alpha / beta): -7.29 / -7.29 eV.

3.
Entry from OMol25: a single C25H39N3O3 molecule (ωB97M-V/def2-TZVPD).

The geometry in XYZ format:
```
70
Properties=species:S:1:pos:R:3:forces:R:3
C 4.356 1.980 -6.035 -0.13 -0.35 -0.19
C 3.760 1.088 -7.120 0.01 0.45 0.02
O 3.974 -0.287 -6.878 0.02 -0.31 0.11
C 3.249 -0.923 -5.916 -0.06 -0.18 0.08
C 2.193 -0.369 -5.205 0.12 0.13 -0.23
C 1.521 -1.114 -4.244 0.05 -0.27 0.02
C 1.900 -2.423 -3.997 -0.17 0.12 0.08
C 2.942 -2.986 -4.717 0.09 0.00 -0.10
C 3.615 -2.248 -5.666 0.07 0.10 -0.08
H 4.432 -2.669 -6.229 0.11 -0.05 -0.06
H 3.235 -4.008 -4.528 0.04 -0.08 0.00
H 1.384 -3.004 -3.246 -0.06 -0.03 0.10
C 0.388 -0.468 -3.491 -0.05 0.10 0.01
N 0.753 0.877 -3.074 -0.08 -0.01 -0.17
C -0.363 1.698 -2.656 -0.23 -0.03 0.02
C -0.927 1.331 -1.276 0.28 0.28 -0.07
H -1.318 0.312 -1.309 -0.09 -0.07 0.06
H -1.746 2.010 -1.034 -0.09 -0.04 0.03
C 0.194 1.434 -0.228 0.08 -0.39 -0.10
N -0.148 1.159 1.153 0.07 0.13 0.05
C -0.545 2.262 1.998 -0.07 0.18 0.13
C -2.054 2.546 2.006 0.12 -0.10 0.21
H -2.259 3.331 2.734 -0.04 0.06 -0.03
H -2.376 2.895 1.022 -0.03 0.02 -0.01
C -2.846 1.288 2.373 0.06 0.22 -0.13
C -2.672 0.923 3.846 -0.45 0.00 -0.40
O -1.875 1.444 4.598 0.33 0.24 0.23
N -3.534 -0.037 4.260 -0.19 -0.40 0.09
H -4.157 -0.465 3.594 0.08 0.14 -0.05
C -3.496 -0.607 5.584 0.05 -0.36 0.36
H -2.919 0.075 6.212 -0.11 -0.08 0.00
H -4.511 -0.690 5.983 0.08 0.04 0.00
C -2.841 -2.003 5.592 -0.16 0.33 -0.36
C -1.341 -1.939 5.233 -0.08 -0.05 0.02
H -1.017 -0.899 5.187 0.02 0.03 -0.06
C -0.659 -2.664 6.395 -0.24 -0.04 0.12
H -0.544 -3.725 6.172 0.04 -0.01 0.04
C -1.681 -2.479 7.515 0.34 -0.01 0.10
H -1.569 -1.490 7.983 0.02 -0.07 0.01
O -2.940 -2.585 6.881 -0.21 -0.03 0.01
H -1.638 -3.247 8.287 0.03 0.08 0.01
H 0.312 -2.244 6.644 0.08 -0.01 0.00
H -1.133 -2.410 4.274 0.04 0.04 -0.03
H -3.398 -2.657 4.908 0.07 0.08 0.04
C -2.413 0.129 1.464 0.16 -0.01 0.01
C -0.884 -0.037 1.477 -0.15 -0.14 -0.07
H -0.597 -0.835 0.790 0.02 -0.07 0.06
H -0.582 -0.339 2.488 -0.01 -0.13 -0.02
H -2.872 -0.810 1.785 -0.04 -0.03 -0.06
H -2.758 0.339 0.451 -0.03 -0.04 -0.01
H -3.916 1.480 2.220 0.10 -0.05 0.04
H -0.003 3.158 1.691 0.03 -0.01 0.03
H -0.245 2.016 3.021 -0.02 0.16 -0.07
C 1.352 0.529 -0.671 -0.04 0.39 -0.26
C 1.813 0.911 -2.083 0.15 -0.16 0.16
H 2.611 0.243 -2.413 0.05 0.12 0.02
H 2.206 1.934 -2.066 0.08 -0.03 0.03
H 1.037 -0.515 -0.661 -0.03 -0.11 0.06
H 2.180 0.633 0.029 0.01 -0.02 0.06
H 0.565 2.467 -0.245 -0.01 -0.02 -0.01
H -1.149 1.630 -3.414 0.04 0.07 0.00
H -0.008 2.735 -2.630 -0.09 0.03 0.00
H 0.089 -1.121 -2.655 -0.02 -0.01 -0.09
H -0.473 -0.378 -4.162 -0.02 -0.02 0.11
H 1.869 0.648 -5.360 0.04 0.14 -0.03
H 4.265 1.275 -8.073 -0.15 0.00 0.11
H 2.691 1.297 -7.251 0.09 -0.05 -0.04
H 5.419 1.773 -5.932 0.10 0.02 0.01
H 3.875 1.800 -5.076 -0.02 0.05 0.10
H 4.224 3.024 -6.306 -0.01 0.13 0.00
```
Positions in Å, forces in eV/Å.

The value obtained for the largest force on an atom is 0.60 eV Å⁻¹. The value obtained for the total energy is -1366.00950 hartree. The value obtained for the energy above the lowest of the compared OMol25 structures with the same formula, charge and spin is 105.4 kJ/mol. The SMILES is CCOc1cccc(CN2CCC(N3CCC(C(=O)NC[C@H]4CCCO4)CC3)CC2)c1. For the HOMO energy, the calculation gives -7.870 eV. For the frontier orbital gap, the calculation gives 8.5237 eV. Its spin multiplicity is 1. The charge is 0. As for the LUMO energy: 0.65 eV.